# C45H40F5N3

C45H40F5N3 as an isolated structure at a distorted geometry (ωB97M-V with the def2-TZVPD basis set, the OMol25 dataset).

Results
**HOMO**: -6.8366 eV
**Frontier orbital gap**: 7.114 eV

Each line ends with the Löwdin charge.
Element x y z (Å)
N (0.276, 1.023, -0.696)  -0.077
C (1.151, 0.088, -0.325)  -0.091
C (0.752, -1.267, -0.296)  0.044
C (-0.452, -1.653, -0.854)  -0.142
C (-1.369, -0.701, -1.341)  0.063
C (-0.907, 0.655, -1.274)  -0.141
H (2.113, 0.398, 0.057)  0.160
H (1.370, -2.060, 0.100)  0.123
H (-0.782, -2.681, -0.844)  0.034
H (-2.300, -1.081, -1.735)  0.115
H (-1.417, 1.470, -1.766)  -0.014
N (-1.468, 2.467, -1.241)  0.052
C (-0.142, 2.473, -1.566)  -0.231
C (0.717, 3.452, -1.096)  -0.043
C (0.089, 4.559, -0.447)  -0.017
C (-1.294, 4.605, -0.245)  -0.067
C (-2.025, 3.509, -0.726)  -0.096
H (0.153, 1.521, -1.983)  0.106
H (1.759, 3.378, -1.371)  0.070
H (0.765, 5.285, -0.020)  0.114
H (-1.871, 5.453, 0.093)  0.099
H (-3.102, 3.477, -0.654)  0.126
N (-1.817, 2.334, 3.727)  0.081
C (-2.228, 1.144, 3.383)  -0.226
C (-2.014, 0.589, 2.080)  -0.052
C (-1.159, 1.269, 1.133)  -0.029
C (-0.581, 2.444, 1.533)  -0.096
C (-1.000, 3.006, 2.774)  -0.047
H (-2.773, 0.599, 4.139)  0.117
H (-2.357, -0.418, 1.895)  0.049
H (-1.017, 0.774, 0.184)  0.051
H (0.066, 2.883, 0.788)  0.071
H (-0.687, 3.944, 3.209)  0.095
F (1.105, 2.189, -2.733)  0.059
C (2.369, 2.368, -2.340)  -0.254
C (3.467, 2.642, -3.158)  0.026
C (4.792, 2.675, -2.639)  -0.057
C (4.946, 2.402, -1.284)  -0.075
C (3.877, 2.097, -0.464)  -0.042
C (2.545, 2.042, -0.969)  -0.122
H (3.172, 2.857, -4.174)  0.113
H (5.641, 2.908, -3.264)  0.098
H (5.896, 2.311, -0.778)  0.105
H (4.075, 1.944, 0.587)  0.125
H (1.738, 1.760, -0.309)  -0.009
F (0.577, -0.776, 5.306)  0.037
C (0.381, -1.205, 4.044)  -0.262
C (1.365, -2.036, 3.427)  0.059
C (1.086, -2.511, 2.110)  -0.074
C (-0.079, -2.218, 1.526)  -0.282
C (-0.967, -1.375, 2.048)  -0.070
C (-0.765, -0.822, 3.370)  0.016
H (2.269, -2.274, 3.969)  0.120
H (1.773, -3.275, 1.778)  0.119
H (-0.359, -2.609, 0.559)  0.047
H (-1.874, -1.111, 1.524)  0.082
H (-1.461, -0.225, 3.943)  0.080
F (-0.974, -2.372, -2.212)  -0.030
C (-2.130, -2.316, -2.856)  -0.347
C (-2.352, -1.361, -3.752)  0.025
C (-3.611, -1.347, -4.505)  -0.015
C (-4.538, -2.350, -4.275)  -0.109
C (-4.406, -3.182, -3.199)  -0.022
C (-3.143, -3.238, -2.547)  -0.022
H (-1.527, -0.664, -3.734)  0.133
H (-3.793, -0.625, -5.287)  0.099
H (-5.439, -2.332, -4.870)  0.105
H (-5.178, -3.876, -2.903)  0.111
H (-2.967, -3.890, -1.704)  0.100
F (1.687, 0.621, 4.666)  0.044
C (1.757, 1.351, 3.533)  -0.204
C (1.296, 0.872, 2.317)  0.052
C (1.585, 1.589, 1.132)  -0.179
C (2.261, 2.828, 1.198)  -0.113
C (2.638, 3.334, 2.428)  -0.034
C (2.399, 2.593, 3.587)  0.009
H (0.815, -0.089, 2.215)  0.087
H (1.337, 1.059, 0.224)  -0.119
H (2.572, 3.277, 0.266)  0.097
H (3.110, 4.294, 2.577)  0.109
H (2.816, 2.971, 4.509)  0.113
F (-2.472, -2.946, -0.679)  0.025
C (-1.438, -3.783, -0.581)  -0.322
C (-0.806, -4.105, 0.657)  -0.055
C (0.194, -5.039, 0.784)  -0.047
C (0.452, -5.762, -0.376)  -0.085
C (-0.218, -5.619, -1.573)  -0.035
C (-1.104, -4.541, -1.730)  0.011
H (-1.117, -3.632, 1.577)  0.131
H (0.614, -5.279, 1.750)  0.123
H (1.218, -6.520, -0.305)  0.102
H (-0.005, -6.336, -2.352)  0.108
H (-1.551, -4.281, -2.677)  0.112